(1)
140
Properties=species:S:1:pos:R:3:mulliken_charge:R:1 method="wB97M-V/def2-TZVPD" charge=0
C -2.247 -0.961 -2.747 0.03
O -2.338 -1.157 -1.530 -0.55
N -2.975 -1.569 -3.724 0.37
C -2.799 -1.169 -5.093 -0.92
C -3.985 -2.578 -3.417 -0.80
H -1.554 -0.205 -3.142 -0.04
H -3.765 -0.747 -5.386 0.36
H -2.682 -2.078 -5.688 0.29
H -2.054 -0.431 -5.328 0.26
H -4.987 -2.110 -3.581 0.31
H -3.830 -3.369 -4.151 0.36
H -3.949 -2.944 -2.389 0.10
C 4.137 -2.188 -1.674 -0.37
O 3.526 -2.176 -0.616 -0.76
N 3.652 -2.588 -2.837 0.32
C 2.308 -3.160 -2.880 -1.05
C 4.251 -2.353 -4.141 -0.98
H 5.178 -1.898 -1.741 0.53
H 2.236 -3.679 -3.828 0.43
H 1.553 -2.354 -2.890 0.19
H 2.177 -3.868 -2.087 0.36
H 5.258 -1.958 -3.985 0.37
H 4.508 -3.283 -4.788 0.30
H 3.770 -1.603 -4.788 0.30
C 1.980 7.128 -1.098 0.09
O 3.118 7.292 -0.715 -0.57
N 1.309 5.965 -0.912 0.22
C -0.115 5.944 -1.251 -0.73
C 1.891 4.911 -0.109 -0.54
H 1.566 7.752 -1.893 0.27
H -0.802 6.036 -0.354 0.25
H -0.338 4.976 -1.740 0.20
H -0.302 6.830 -1.887 0.29
H 1.678 3.946 -0.588 -0.15
H 2.959 4.967 -0.172 0.26
H 1.568 4.858 0.928 0.40
C -1.997 -2.171 2.232 0.38
O -1.596 -1.613 3.238 -0.90
N -2.990 -3.091 2.175 0.48
C -3.553 -3.459 0.881 -0.89
C -3.726 -3.437 3.364 -1.02
H -1.585 -1.989 1.225 0.14
H -3.122 -2.920 0.033 -0.26
H -4.628 -3.350 0.858 0.52
H -3.319 -4.520 0.732 0.42
H -4.610 -2.805 3.470 0.29
H -4.047 -4.495 3.305 0.37
H -3.170 -3.309 4.285 0.32
C 3.747 1.469 2.891 -0.23
O 3.313 2.601 3.025 -0.60
N 3.430 0.391 3.636 0.23
C 4.122 -0.848 3.473 -0.78
C 2.286 0.539 4.602 -0.72
H 4.594 1.335 2.147 0.57
H 4.768 -1.087 4.313 0.37
H 4.724 -0.819 2.558 0.25
H 3.450 -1.691 3.241 0.17
H 2.355 -0.375 5.180 0.44
H 2.452 1.466 5.187 0.31
H 1.348 0.594 4.059 0.09
N -1.178 1.494 3.836 0.72
C -0.362 2.603 3.888 0.01
C -1.001 3.583 4.697 -1.41
C -2.237 2.969 5.122 -0.56
C -2.307 1.764 4.559 -0.91
H -1.077 0.729 3.220 0.10
H 0.584 2.602 3.379 0.56
H -0.674 4.543 4.976 0.55
H -2.968 3.403 5.766 0.43
H -3.076 1.048 4.674 0.57
N -0.445 -4.617 -0.020 1.46
C -0.454 -5.951 -0.309 -0.65
C -0.588 -6.084 -1.680 -1.08
C -0.482 -4.784 -2.224 -0.70
C -0.513 -3.898 -1.160 -0.22
H -0.250 -4.225 0.877 -0.37
H -0.409 -6.694 0.458 0.48
H -0.787 -6.961 -2.233 0.52
H -0.567 -4.524 -3.267 0.59
H -0.332 -2.855 -1.122 0.22
N -3.589 3.583 1.680 0.15
C -3.146 4.850 1.523 -0.51
C -3.339 5.269 0.230 -0.72
C -3.993 4.170 -0.411 -0.86
C -4.099 3.155 0.460 -0.20
H -3.575 3.063 2.549 0.25
H -2.748 5.373 2.406 0.39
H -3.124 6.236 -0.177 0.70
H -4.380 4.154 -1.367 0.60
H -4.372 2.086 0.319 0.23
N -6.752 0.531 1.030 0.05
C -6.132 -0.058 -0.077 -1.14
C -4.994 -0.649 0.372 0.56
C -4.911 -0.397 1.803 0.34
C -6.055 0.289 2.182 -1.39
H -7.733 0.717 1.011 0.23
H -6.455 0.071 -1.100 0.40
H -4.245 -1.151 -0.193 0.04
H -4.068 -0.709 2.408 0.48
H -6.360 0.567 3.195 0.40
N 2.432 1.152 -2.908 0.94
C 1.089 1.508 -2.841 -0.57
C 0.578 1.359 -4.082 -0.77
C 1.652 0.985 -4.975 -1.41
C 2.765 0.865 -4.206 -0.39
H 3.089 1.204 -2.133 -0.01
H 0.662 1.764 -1.863 0.37
H -0.394 1.730 -4.297 0.77
H 1.480 0.787 -6.028 0.42
H 3.815 0.797 -4.446 0.65
N 2.009 -3.428 1.378 1.38
C 0.958 -3.287 2.293 -2.00
C 0.727 -4.551 2.834 -0.03
C 1.706 -5.448 2.294 -1.26
C 2.454 -4.728 1.412 -0.10
H 2.320 -2.746 0.761 0.04
H 0.621 -2.288 2.562 0.59
H 0.017 -4.803 3.591 0.58
H 1.844 -6.485 2.500 0.48
H 3.194 -4.905 0.656 0.42
N 5.702 1.150 -2.103 0.13
C 5.647 2.409 -2.686 -0.85
C 5.162 3.237 -1.723 -0.90
C 4.807 2.474 -0.596 0.38
C 5.132 1.191 -0.867 -1.06
H 6.187 0.320 -2.450 0.28
H 6.013 2.694 -3.640 0.47
H 5.066 4.308 -1.858 0.49
H 4.255 2.822 0.238 0.64
H 5.048 0.248 -0.316 0.30
N -0.484 0.342 0.031 2.15
C -0.381 1.510 0.730 -1.70
C 0.902 1.708 1.046 -1.08
C 1.657 0.583 0.492 0.35
C 0.760 -0.204 -0.113 -1.10
H -1.265 0.074 -0.532 -0.18
H -1.262 2.048 1.059 0.89
H 1.429 2.378 1.680 0.57
H 2.680 0.394 0.663 0.67
H 0.967 -1.060 -0.729 -0.25


(2)
146
Properties=species:S:1:pos:R:3:mulliken_charge:R:1 method="wB97M-V/def2-TZVPD" relative_energy_ev=0.734 charge=+1
C -0.083 -3.152 2.688 -0.23
C -0.177 -4.489 1.910 0.01
C -0.872 -4.328 0.521 -0.16
C -2.289 -4.933 0.506 -0.62
C -3.235 -4.344 1.578 -0.66
C -3.632 -2.873 1.259 -0.01
C -4.081 -2.058 2.519 -0.51
C -3.109 -0.897 2.817 0.42
C -3.765 0.276 3.606 -0.83
C -3.336 1.654 3.031 -0.11
C -3.149 2.729 4.117 -0.89
C -2.964 4.143 3.472 -0.77
C -1.624 4.829 3.876 -1.00
C -0.966 5.419 2.604 -0.24
C 0.532 5.778 2.767 -1.85
C 1.399 5.414 1.557 1.48
F 2.576 6.135 1.657 -0.49
C 1.781 3.926 1.552 -1.57
N 0.869 3.143 0.674 0.76
C 1.135 3.366 -0.780 -0.29
C -0.028 2.911 -1.671 0.60
F 0.240 2.925 -2.951 -0.26
F -1.032 3.813 -1.484 -0.31
C -0.659 1.528 -1.327 0.45
F -1.618 1.356 -2.229 -0.34
F -1.297 1.600 -0.158 -0.15
C 0.256 0.282 -1.457 0.63
F -0.543 -0.750 -1.652 -0.28
F 1.056 0.319 -2.510 -0.25
C 1.134 -0.085 -0.230 0.37
F 2.249 0.636 -0.172 -0.27
F 0.511 -0.053 0.913 -0.26
F 1.532 -1.319 -0.411 -0.27
C 1.501 4.884 -0.926 -1.55
N 1.208 5.398 -2.247 -0.41
C 0.778 5.765 0.168 1.28
C 0.928 7.274 -0.086 -0.81
C -0.180 7.906 -0.949 0.44
C -1.597 7.376 -1.025 -0.84
N 0.089 8.905 -1.662 -0.74
H 0.949 -2.902 2.950 -0.01
H -0.461 -2.303 2.108 -0.31
H -0.691 -3.204 3.597 0.28
H 0.838 -4.858 1.765 -0.21
H -0.712 -5.267 2.460 0.57
H -0.281 -4.886 -0.219 0.46
H -0.881 -3.273 0.221 -0.36
H -2.270 -6.023 0.636 -0.13
H -2.729 -4.704 -0.480 0.59
H -4.149 -4.937 1.697 0.37
H -2.715 -4.314 2.546 0.29
H -2.717 -2.394 0.880 -0.36
H -4.370 -2.831 0.451 0.42
H -4.106 -2.760 3.362 -0.10
H -5.090 -1.684 2.314 0.52
H -2.759 -0.489 1.857 -0.09
H -2.230 -1.274 3.352 -0.08
H -3.505 0.205 4.670 0.40
H -4.846 0.184 3.552 0.35
H -4.101 1.936 2.295 0.40
H -2.404 1.514 2.453 -0.29
H -4.056 2.731 4.729 0.35
H -2.281 2.458 4.727 0.38
H -3.819 4.779 3.719 0.58
H -3.018 3.980 2.385 0.33
H -0.945 4.124 4.364 0.51
H -1.901 5.662 4.528 0.35
H -1.184 4.725 1.776 -0.02
H -1.490 6.351 2.353 0.29
H 0.911 5.180 3.610 0.60
H 0.694 6.815 3.069 0.53
H 2.813 3.843 1.195 0.28
H 1.795 3.477 2.550 0.46
H 0.959 2.160 0.950 0.27
H -0.111 3.385 0.882 0.10
H 2.029 2.826 -1.113 0.41
H 2.574 5.045 -0.770 0.85
H 1.832 6.135 -2.533 0.38
H 0.238 5.652 -2.374 0.17
H -0.285 5.504 0.110 -0.32
H 0.978 7.857 0.841 0.43
H 1.873 7.477 -0.601 0.62
H -1.861 6.760 -0.154 0.10
H -1.699 6.719 -1.900 0.19
H -2.338 8.172 -1.090 0.47
H 1.073 9.158 -1.552 0.26
C 4.021 -3.251 4.322 -0.76
C 2.752 -3.384 5.045 0.39
N 1.765 -3.493 5.606 -0.37
H 4.622 -4.147 4.464 0.28
H 3.828 -3.116 3.259 0.22
H 4.572 -2.390 4.698 0.30
C 3.636 -7.021 0.636 -0.95
C 2.375 -7.159 1.375 0.50
N 1.395 -7.268 1.949 -0.42
H 4.239 -7.918 0.765 0.35
H 3.430 -6.879 -0.423 0.27
H 4.191 -6.162 1.009 0.26
C -0.096 -10.224 2.018 -0.26
C 0.271 -11.551 2.526 0.16
N 0.558 -12.583 2.922 -0.36
H -0.356 -10.292 0.963 0.09
H -0.952 -9.839 2.569 0.30
H 0.739 -9.538 2.136 0.08
C 3.804 -0.026 -3.579 -0.01
C 4.812 -1.086 -3.681 0.11
N 5.596 -1.911 -3.756 -0.37
H 3.942 0.528 -2.652 0.07
H 3.902 0.659 -4.422 0.14
H 2.811 -0.463 -3.589 0.11
C 2.613 2.481 -7.250 -0.81
C 3.990 2.661 -6.776 0.38
N 5.059 2.792 -6.398 -0.43
H 2.557 2.697 -8.311 0.33
H 2.297 1.456 -7.082 0.18
H 1.946 3.155 -6.710 0.36
C -6.369 -2.376 5.722 -0.72
C -6.410 -0.939 5.436 0.49
N -6.440 0.180 5.213 -0.44
H -5.554 -2.839 5.170 0.14
H -6.215 -2.536 6.787 0.31
H -7.309 -2.838 5.424 0.29
C -2.360 -8.823 -1.860 -0.85
C -2.448 -8.441 -0.447 0.39
N -2.518 -8.144 0.653 -0.47
H -3.307 -9.249 -2.186 0.30
H -2.136 -7.947 -2.466 0.28
H -1.572 -9.562 -1.995 0.29
C 5.892 4.903 2.256 -0.83
C 4.981 4.631 3.374 0.51
N 4.263 4.421 4.237 -0.46
H 6.881 5.148 2.638 0.35
H 5.966 4.025 1.616 0.27
H 5.517 5.742 1.673 0.23
C 2.874 -1.907 -9.032 -0.75
C 2.801 -0.466 -9.287 0.42
N 2.744 0.657 -9.486 -0.46
H 3.695 -2.345 -9.597 0.30
H 3.037 -2.086 -7.971 0.23
H 1.942 -2.376 -9.333 0.29
C -1.046 0.325 -10.204 -0.72
C -0.597 -0.977 -9.701 0.37
N -0.246 -1.989 -9.308 -0.45
H -1.270 0.252 -11.266 0.28
H -1.942 0.638 -9.671 0.28
H -0.261 1.065 -10.054 0.22


For reference, E_tot by record: -2923.86013, -3546.59270 a.u..